Entry 1:
{"formula": "C30H55I2O2PSi4Sn", "method": "ωB97M-V/def2-TZVPD", "species": ["I", "I", "Sn", "P", "Si", "Si", "Si", "Si", "O", "O", "C", "C", "C", "C", "C", "C", "C", "C", "C", "C", "C", "C", "C", "C", "C", "C", "C", "C", "C", "C", "C", "C", "C", "C", "C", "C", "C", "C", "C", "C", "H", "H", "H", "H", "H", "H", "H", "H", "H", "H", "H", "H", "H", "H", "H", "H", "H", "H", "H", "H", "H", "H", "H", "H", "H", "H", "H", "H", "H", "H", "H", "H", "H", "H", "H", "H", "H", "H", "H", "H", "H", "H", "H", "H", "H", "H", "H", "H", "H", "H", "H", "H", "H", "H", "H"], "coordinates": [[9.6796, 9.4028, 9.7387], [3.8893, 11.8036, 9.7243], [10.4335, 11.3764, 11.8542], [9.1432, 10.8341, 14.2610], [12.9234, 10.7005, 10.2064], [14.4659, 12.3292, 10.8043], [13.4140, 8.5978, 11.1326], [12.4693, 10.7624, 7.9917], [10.6005, 13.8113, 12.3952], [9.2949, 12.8450, 10.8245], [9.3361, 15.1939, 10.8832], [7.8663, 6.7863, 14.4688], [8.4937, 8.0239, 14.8307], [14.0889, 11.3138, 7.1154], [7.5304, 12.0231, 14.5190], [11.0912, 11.8992, 7.4138], [9.3607, 17.5925, 11.0211], [14.5102, 7.7673, 9.8155], [9.7150, 16.3932, 11.5228], [14.4747, 12.7347, 12.7280], [16.1633, 11.6923, 10.3025], [8.5674, 17.5973, 9.8419], [10.2971, 10.7786, 15.7578], [9.5210, 10.6100, 17.0527], [14.0873, 14.0392, 9.9903], [8.6926, 15.2295, 9.6338], [8.4170, 9.1690, 14.0291], [11.1032, 12.0909, 15.7339], [11.3376, 9.7036, 15.6025], [7.1753, 7.7881, 12.4411], [7.2320, 6.6576, 13.2571], [9.7772, 13.9262, 11.4479], [7.7554, 9.0170, 12.8123], [11.9852, 7.4201, 11.6177], [14.5202, 8.9490, 12.6078], [12.2334, 9.0323, 7.1754], [7.9475, 13.4770, 14.7930], [8.3361, 16.4720, 9.0740], [6.7049, 11.4172, 15.6164], [6.7440, 11.9809, 13.1627], [6.8572, 5.7147, 12.8197], [11.6037, 7.6706, 12.6000], [14.9263, 9.9774, 12.5995], [8.4321, 13.6173, 15.7788], [5.6538, 11.7448, 15.5279], [8.9159, 8.1129, 15.8125], [11.9911, 12.0722, 16.3716], [11.4990, 9.0596, 6.3224], [15.3299, 7.1547, 10.2563], [14.9409, 8.5050, 9.1649], [14.8249, 14.0600, 9.1878], [12.0588, 10.0090, 14.8142], [16.9363, 12.2502, 10.8306], [10.6644, 12.5017, 8.2272], [14.9898, 13.6823, 12.9704], [10.2853, 11.2546, 7.0429], [10.5507, 12.9842, 16.0155], [14.7877, 11.8333, 13.2737], [13.8478, 7.1496, 9.1642], [13.9206, 11.4192, 6.0290], [13.4718, 12.8873, 13.1184], [16.2277, 11.9136, 9.2443], [7.3971, 12.1034, 12.3051], [11.3705, 12.5587, 6.5733], [7.0600, 11.7141, 16.6438], [11.9261, 9.7138, 16.5099], [14.4423, 14.7950, 10.7321], [16.2488, 10.6287, 10.4709], [7.6385, 9.9189, 12.1963], [7.7099, 16.5802, 8.1484], [6.6407, 10.3318, 15.6815], [14.8912, 10.6506, 7.3644], [13.1414, 14.3594, 9.5295], [8.6892, 13.8817, 14.0686], [6.0828, 12.8257, 13.1130], [7.0673, 14.1507, 14.8117], [11.8542, 8.2085, 7.8417], [6.1810, 11.0461, 13.0693], [8.8091, 9.7791, 17.1026], [7.9914, 6.0091, 15.2061], [11.4459, 12.2718, 14.7162], [11.1815, 7.6563, 10.8361], [7.9863, 18.4539, 9.5667], [6.6988, 7.6955, 11.4741], [10.2137, 10.5388, 17.8981], [14.4182, 12.3486, 7.4042], [8.5617, 14.2848, 9.1002], [12.3171, 6.3884, 11.4711], [11.0257, 8.6763, 15.3689], [9.5361, 18.5050, 11.5036], [10.2993, 16.2066, 12.4206], [13.9634, 8.7242, 13.4903], [15.4572, 8.3570, 12.5685], [13.2297, 8.8350, 6.7548], [9.0044, 11.5053, 17.2960]], "mulliken_charge": [-0.33, -0.01, 0.68, 0.80, -0.27, 0.91, 0.93, 0.77, -0.82, -1.02, 0.62, -0.78, -0.68, -1.32, 2.09, -0.67, -0.89, -1.15, -0.30, -1.10, -1.06, -0.34, 2.25, -1.90, -1.31, -0.15, 1.45, -1.89, -1.79, -1.09, -0.70, 0.70, -1.03, -0.59, -0.83, -1.05, -1.54, -0.79, -1.56, -1.74, 0.39, 0.07, -0.12, 0.30, 0.50, 0.32, 0.51, 0.38, 0.42, 0.31, 0.41, 0.21, 0.42, -0.13, 0.42, 0.37, 0.29, 0.40, 0.31, 0.39, 0.15, 0.36, 0.20, 0.41, 0.30, 0.63, 0.40, 0.31, 0.65, 0.34, 0.26, 0.40, 0.38, 0.19, 0.61, 0.49, 0.29, 0.40, 0.31, 0.48, 0.45, -0.04, 0.41, 0.53, 0.52, 0.28, 0.46, 0.46, 0.30, 0.47, 0.49, 0.34, 0.39, 0.32, 0.40], "multiplicity": 1, "orbital_gap_ev": [4.548, 5.999], "total_charge": 2, "relative_energy_ev": 3.589}

Entry 2:
{"formula": "C30H55MnN4O2P2", "method": "ωB97M-V/def2-TZVPD", "species": ["Mn", "P", "P", "O", "O", "N", "N", "N", "N", "C", "C", "C", "C", "C", "C", "C", "C", "C", "C", "C", "C", "C", "C", "C", "C", "C", "C", "C", "C", "C", "C", "C", "C", "C", "C", "C", "C", "C", "C", "H", "H", "H", "H", "H", "H", "H", "H", "H", "H", "H", "H", "H", "H", "H", "H", "H", "H", "H", "H", "H", "H", "H", "H", "H", "H", "H", "H", "H", "H", "H", "H", "H", "H", "H", "H", "H", "H", "H", "H", "H", "H", "H", "H", "H", "H", "H", "H", "H", "H", "H", "H", "H", "H", "H"], "coordinates": [[-0.3767, 0.3750, -0.1610], [0.0402, -2.5291, -0.4950], [-0.6753, 2.6983, -0.4164], [-1.8022, 0.3597, 2.4432], [0.8395, 0.7579, 2.6744], [-0.0819, 0.3556, 4.7461], [0.9299, -0.0582, -1.4978], [2.0846, 1.0764, 4.5508], [-1.8251, 0.2493, -1.4362], [-2.3070, 1.2890, -2.1445], [-1.4316, 3.7483, 2.0224], [0.2364, -3.5411, -3.1926], [-0.6187, -2.5496, 2.3058], [0.7375, -3.8643, -1.7802], [2.2935, -0.5610, -3.5767], [-0.9643, 0.5139, 1.6146], [3.6535, -0.6897, -2.8879], [-4.0068, -0.1083, -3.0950], [-3.3857, 1.1409, -3.0046], [2.1299, 0.8283, -4.1770], [0.9426, 5.0955, -0.2190], [-2.3014, 5.0098, 0.0127], [1.1933, -0.7300, -2.4607], [1.1001, -4.1491, 1.5731], [-1.9652, 3.6235, 0.5889], [2.0084, 2.8762, 0.3175], [-2.1820, -1.0375, -1.7944], [2.1439, -1.5900, -4.6850], [-3.4086, -1.1943, -2.4870], [0.9334, 0.7382, 3.9306], [-0.2400, -3.5042, 1.1733], [1.4550, 3.4760, -2.0405], [0.9964, 3.6107, -0.5873], [-1.4031, -4.4727, 0.9852], [-3.2570, 2.7853, 0.6088], [-1.3537, -2.1568, -1.5035], [-1.5536, 2.6002, -2.0398], [2.2409, -3.6224, -1.6961], [0.4142, -5.3361, -1.5210], [1.1415, -1.5177, -5.1255], [-2.5403, 4.9766, -1.0563], [-3.7174, 2.0084, -3.5683], [0.6794, 5.2604, 0.8325], [0.7881, -5.7187, -0.5667], [2.5668, 1.5924, -3.5264], [-0.8237, 2.6806, -2.8659], [2.6817, -3.9865, -0.7602], [2.9784, 3.3958, 0.2727], [-1.8557, -3.0888, -1.8002], [2.3260, -2.6031, -4.3098], [2.4425, -2.5490, -1.7766], [-4.0132, 3.3415, 1.1817], [1.0680, 1.0662, -4.3331], [-3.6534, 2.6072, -0.3986], [-1.5732, -2.0431, 2.1336], [0.1459, -1.7858, 2.4911], [2.6525, 0.8974, -5.1412], [-1.2711, 2.7528, 2.4536], [4.4670, -0.3441, -3.5415], [-2.2644, 3.4224, -2.1839], [2.5082, 3.7906, -2.1314], [-2.1867, 4.2687, 2.6306], [3.8734, -1.7275, -2.6170], [-3.1949, 5.3857, 0.5352], [-3.0994, 1.8247, 1.1089], [2.7460, -4.1382, -2.5255], [-4.9378, -0.2131, -3.6456], [2.8742, -1.4003, -5.4809], [0.9773, -4.6763, 2.5304], [1.5000, -4.8696, 0.8551], [0.8959, -4.0004, -3.9425], [1.8648, -3.3718, 1.7172], [-0.4927, 4.3135, 2.0831], [-0.7810, -3.8998, -3.3927], [0.2606, -2.4595, -3.3658], [1.3839, 2.4262, -2.3453], [2.8747, 1.3552, 3.9873], [-2.3015, -3.9355, 0.6526], [-1.5013, 5.7406, 0.1674], [1.9478, 5.5220, -0.3731], [2.1516, 1.0843, 5.5610], [0.0300, 0.4069, 5.7487], [3.6802, -0.0968, -1.9591], [0.9154, -5.9198, -2.3110], [-1.0033, 0.2106, 4.3509], [1.6740, 2.8338, 1.3632], [0.8635, 4.0862, -2.7373], [0.2526, 5.6531, -0.8653], [-1.2037, -5.2719, 0.2701], [-0.6609, -5.5422, -1.5969], [-0.7263, -3.1347, 3.2334], [-3.8085, -2.2027, -2.5419], [-1.6337, -4.9491, 1.9497], [2.1608, 1.8403, -0.0244]], "mulliken_spin": [4.65, 0.13, -0.08, 0.10, 0.03, 0.00, -0.11, 0.00, -0.09, 0.00, 0.01, 0.01, 0.03, 0.04, 0.03, -0.23, 0.00, 0.00, 0.02, 0.00, 0.00, 0.00, 0.11, -0.01, 0.05, 0.08, 0.14, 0.01, 0.03, 0.01, 0.02, 0.01, -0.01, 0.00, 0.01, -0.03, 0.02, 0.00, 0.01, 0.00, 0.00, 0.00, 0.00, 0.00, 0.00, 0.00, 0.00, 0.00, 0.00, 0.00, 0.00, 0.00, 0.00, 0.00, -0.01, 0.00, 0.00, -0.01, 0.00, 0.00, 0.00, 0.00, 0.00, 0.00, 0.00, 0.00, 0.00, 0.00, 0.00, 0.00, 0.00, 0.00, 0.00, 0.00, 0.00, 0.00, 0.00, 0.00, 0.00, 0.00, 0.00, 0.00, 0.00, 0.00, 0.00, -0.01, 0.00, 0.00, 0.00, 0.00, 0.00, 0.00, 0.00, 0.02], "multiplicity": 6, "orbital_gap_ev": [5.949, 5.271], "total_charge": 1, "relative_energy_ev": 0.000, "s2": 8.784}

Entry 3:
{"formula": "C30H55N11O3", "method": "ωB97M-V/def2-TZVPD", "species": ["O", "O", "O", "N", "N", "N", "N", "N", "N", "N", "N", "N", "N", "N", "C", "C", "C", "C", "C", "C", "C", "C", "C", "C", "C", "C", "C", "C", "C", "C", "C", "C", "C", "C", "C", "C", "C", "C", "C", "C", "C", "C", "C", "C", "H", "H", "H", "H", "H", "H", "H", "H", "H", "H", "H", "H", "H", "H", "H", "H", "H", "H", "H", "H", "H", "H", "H", "H", "H", "H", "H", "H", "H", "H", "H", "H", "H", "H", "H", "H", "H", "H", "H", "H", "H", "H", "H", "H", "H", "H", "H", "H", "H", "H", "H", "H", "H", "H", "H"], "coordinates": [[0.9136, 0.1475, -0.1437], [-0.2143, 0.3524, -1.9918], [-1.1457, -0.5043, -0.2380], [0.7927, -2.6741, 2.4993], [-0.1353, -0.0397, -0.8139], [2.5823, 5.0455, 0.6475], [1.2550, -3.6831, 0.6084], [-3.5845, 0.5824, 3.1309], [-4.9681, -0.3651, 4.5131], [-3.3577, -2.3256, -2.8838], [3.9331, 0.8820, -3.6673], [-5.2942, -1.4322, -3.2860], [1.8982, 3.2613, 1.6730], [5.4515, 0.3385, -2.2486], [2.8849, 2.8526, 0.7998], [-5.7347, 0.3985, 3.6894], [4.2363, 0.0280, -1.6940], [3.2523, 0.3711, -2.5982], [6.6947, 0.3567, -1.4705], [-5.4243, -1.1038, 5.6838], [3.2071, 3.9596, 0.0816], [-1.1405, -3.0782, -3.6818], [3.3821, 1.3213, -4.9792], [1.1631, 7.0193, 0.0192], [-2.2780, -3.2888, -2.7003], [0.8847, -1.7455, 3.6219], [-4.8465, 1.0601, 2.8826], [0.2533, -3.9283, 2.5298], [1.8878, -3.9679, -0.7012], [-3.2033, -0.9748, -2.9120], [-6.7179, -1.3249, -3.6295], [1.1052, 2.3717, 2.5122], [7.0144, 1.7330, -0.9040], [5.2518, 0.8926, -3.4458], [-2.3599, 0.9236, 2.4106], [2.5728, 6.4208, 0.1524], [-3.7042, -0.3438, 4.1149], [-5.8910, -2.5210, 5.3062], [-4.4110, -0.3744, -3.0961], [2.1948, -2.7769, -1.5623], [0.4805, -4.5680, 1.3574], [-4.6621, -2.5772, -3.1580], [1.4075, -2.5712, 1.3090], [1.7722, 4.5819, 1.6187], [-2.2261, -0.5517, -2.7145], [-6.6024, -2.3436, 4.4935], [2.7744, -1.9588, -1.1483], [7.8388, 1.6515, -0.1942], [-6.1613, -0.4758, 6.1825], [0.8726, -0.7324, 3.2201], [1.2752, 8.0996, 0.0998], [-0.3786, -3.8544, -3.7343], [-2.8979, -0.9402, 4.5010], [0.7667, 6.7625, -0.9623], [1.7441, 1.6808, 3.0546], [1.1931, -4.6485, -1.1937], [0.0819, -1.9881, 4.3061], [2.3228, 1.0699, -4.9639], [-0.6551, -2.1071, -3.5754], [1.8653, -1.7847, 4.0968], [1.9626, -1.6929, 1.0325], [3.4891, 2.3971, -5.0523], [-2.6072, 0.9443, 1.3517], [0.3416, -5.5813, 1.0233], [2.7738, -4.5685, -0.4881], [3.8426, 0.6890, -5.7309], [3.9310, 4.1163, -0.7000], [-7.1112, -2.2901, -3.9285], [-6.2611, -3.0872, 6.1504], [-6.8039, 0.4869, 3.7759], [-5.0763, -3.0238, 4.7806], [7.3503, 2.4087, -1.6897], [3.1602, 7.0355, 0.8367], [6.0427, 1.2109, -4.1048], [-4.8352, 0.6116, -3.1611], [2.7610, -3.1265, -2.4277], [-2.0021, 1.9114, 2.6960], [-5.1045, -3.5593, -3.1851], [2.1787, 0.2552, -2.5811], [-1.5674, -3.0994, -4.6894], [4.2853, -0.3754, -0.6979], [-7.2104, -0.9195, -2.7479], [-1.6610, 0.1315, 2.6601], [1.2853, -2.3270, -1.9685], [-0.2083, -4.2993, 3.4321], [0.4026, 1.8847, 1.8349], [-1.9852, -3.2759, -1.6500], [-2.7264, -4.2679, -2.8761], [-4.5979, -1.1830, 6.3924], [0.5124, 2.9310, 3.2340], [1.1861, 5.1971, 2.2787], [0.4178, 6.7367, 0.7596], [3.0637, 6.4951, -0.8145], [-6.8126, -0.6371, -4.4669], [7.5027, -0.1925, -1.9539], [3.1023, 1.8168, 0.6153], [6.1795, 2.1029, -0.3089], [-4.9984, 1.8247, 2.1392], [6.5858, -0.2915, -0.5939]], "mulliken_charge": [-0.47, -0.72, -0.74, 0.33, 1.12, 0.16, 0.21, 0.24, 0.07, 0.33, 0.08, 0.06, 0.17, 0.17, -0.26, -0.52, -0.46, -0.12, -0.71, -0.67, -0.69, -1.10, -0.91, -1.11, -0.28, -0.50, -0.27, -0.36, -0.51, -0.03, -0.84, -0.82, -0.89, -0.26, -0.75, -0.42, -0.20, -1.00, -1.04, -0.18, -0.62, 0.08, -0.24, -0.21, 0.41, 0.34, -0.32, 0.40, 0.41, 0.01, 0.37, 0.39, 0.50, 0.32, 0.35, 0.37, 0.27, 0.31, 0.24, 0.32, 0.32, 0.34, 0.42, 0.55, 0.28, 0.40, 0.48, 0.32, 0.37, 0.47, 0.32, 0.35, 0.32, 0.46, 0.49, 0.50, 0.34, 0.38, 0.45, 0.39, 0.50, 0.34, 0.10, -0.06, 0.49, 0.21, 0.22, 0.28, 0.35, 0.35, 0.49, 0.35, 0.33, 0.36, 0.46, 0.54, 0.19, 0.48, 0.30], "multiplicity": 1, "orbital_gap_ev": 9.681, "total_charge": 4, "relative_energy_ev": 0.000}

no.,E (a.u.)
1,-3635.08993
2,-3379.03644
3,-2002.79464